Molecular formula: C5H12N2O2
Method: DFT, the ωB97M-V functional and the def2-TZVPD basis

Structure (XYZ):
```
21
Properties=species:S:1:pos:R:3:forces:R:3
C 1.811726 0.390301 -0.572460 -1.063 -1.807 -0.207
C 1.727149 1.143310 0.746957 0.310 0.114 -0.299
C -1.836784 0.388757 0.078150 -2.553 -3.000 0.158
N -2.935900 1.202644 -0.080770 0.092 1.173 -0.217
N -1.382181 -0.018184 1.192382 0.492 0.528 -0.415
H -3.654239 1.167075 0.623419 0.277 0.137 0.146
H -3.297652 1.324326 -1.011654 0.113 -0.245 0.010
H -1.751510 0.484120 1.991326 0.074 0.402 -0.112
H 2.756318 -0.158271 -0.580558 0.163 -0.027 -0.130
H 1.840977 1.064897 -1.429779 -0.296 -0.169 -0.040
H 0.978056 1.931079 0.689012 -0.361 -0.309 0.421
H 1.628417 0.465746 1.593907 -0.508 0.145 0.030
H 2.662723 1.675399 0.926047 0.180 -0.012 -0.149
C 0.749052 -1.929869 0.180222 -0.910 -0.411 -0.123
C 0.803976 -0.932664 -0.921063 3.593 2.250 0.263
O -1.700007 -0.475935 -1.031457 0.533 1.834 0.461
O 0.520084 -1.072475 -2.084850 -0.139 -0.384 0.049
H -1.053524 -0.151509 -1.691892 -0.465 -0.277 0.306
H 0.388743 -2.888012 -0.192967 0.060 -0.013 -0.055
H 0.028050 -1.560874 0.918265 0.228 -0.054 -0.055
H 1.716530 -2.049861 0.657763 0.179 0.123 -0.043
```
Positions in Å, forces in eV/Å.

Results
- SMILES: [H]/N=C(\N)O.CCC(C)=O
- Energy: -457.65784 hartree
- Gap between HOMO and LUMO: 9.78 eV
- HOMO: -9.1250 eV
- Molar mass: 132.16 g mol⁻¹
- ΔE to the lowest compared entry with this formula, charge and spin: 239.1 kJ/mol

These are the natural (NBO) partial charges, in e, on atoms 1 to 6: -0.499 -0.615 0.674 -0.856 -0.728 0.393